117
Properties=species:S:1:pos:R:3:forces:R:3 method="wB97M-V/def2-TZVPD" gap_ev=5.97 charge=+1 mol_weight_da=656.5 lumo_energy_ev=-3.5 energy_ha=-2353.824560 homo_ev=-9.512
Cl -2.345219 -6.372701 2.512377 0.155 0.005 0.175
O -1.944131 -1.230205 1.935607 -0.614 -0.791 0.572
O -3.515654 -0.063172 0.882026 -0.592 0.000 -0.914
N -1.274925 -3.355074 1.350210 0.500 0.361 -1.159
N 2.993229 0.111983 1.834603 0.016 0.038 -0.153
N -3.313718 -4.397584 0.968167 0.429 -0.063 -0.532
N -3.776147 5.785200 0.105049 0.151 -0.050 -0.066
N -1.398632 -5.076636 -0.250189 0.337 -0.031 -0.008
N 5.582087 0.312791 -4.854444 0.106 0.035 -0.007
C 7.297204 -0.658327 -6.496220 0.080 -0.007 0.040
C 5.438914 -0.743375 -3.870261 -0.128 -0.085 0.170
C 0.275978 -3.940585 -1.699459 -0.230 -0.008 0.311
C 4.384506 0.260501 3.981535 0.027 0.089 0.017
C -2.656592 2.773033 4.120435 0.012 -0.222 -0.168
C 1.079266 -1.585780 -2.220474 -0.511 -0.207 0.977
C -2.831776 -0.204119 1.845006 0.171 0.542 0.510
C -2.629937 2.018254 2.949105 -0.321 -0.318 0.690
C -2.875346 2.166178 5.355427 -0.047 -0.176 -0.178
C 0.039945 -4.991316 -0.598578 -0.187 -0.020 -0.466
C -3.625272 -2.958122 1.087224 0.106 0.649 -0.964
C 5.155647 -0.996879 1.009837 0.045 0.047 -0.062
C -5.157590 4.735558 1.881553 0.032 -0.050 0.080
C -1.939944 -4.365425 0.650413 -0.649 -0.215 1.462
C -4.922484 6.060876 -0.745133 -0.244 -0.044 -0.068
C -2.851147 0.646446 3.052629 0.365 -0.117 0.359
C -4.967573 -5.899795 2.015336 0.273 -0.168 -0.606
C 6.888000 0.419939 -5.485151 0.154 0.124 -0.076
C -5.031220 -6.781347 0.771508 0.133 -0.079 0.452
C -3.079235 0.027946 4.287991 0.174 0.556 -0.018
C -5.703817 7.360101 -0.504753 -0.030 -0.008 -0.098
C 4.481659 0.452004 -5.790529 -0.139 -0.164 0.037
C 3.133548 0.599863 -5.103866 -0.092 0.072 -0.034
C -4.052026 5.718815 1.527018 -0.209 0.032 0.062
C 0.997918 -2.714899 -1.160679 0.179 0.471 -0.613
C -2.563619 6.523790 -0.207790 0.198 0.008 -0.002
C 5.256202 -2.183719 -4.372789 0.009 -0.039 0.103
C 2.279757 -1.101660 2.173782 -0.017 -0.068 0.178
C -3.094790 0.792706 5.449599 0.115 0.150 -0.629
C -3.632385 -5.187130 2.182564 -0.738 -0.324 -0.266
C -2.519474 8.022120 0.116704 0.053 0.020 -0.080
C 0.776392 -0.201193 -1.622249 0.194 -0.284 -0.325
C 3.442778 0.914298 2.961147 -0.041 0.120 0.224
C -2.227742 -2.269379 1.028795 1.006 0.217 0.717
C 3.956296 -0.073603 0.761740 0.031 -0.024 -0.194
C 1.087013 -0.865954 3.088433 0.001 -0.017 -0.013
H -6.686679 7.288206 -0.974349 0.008 -0.012 -0.006
H 6.924998 1.390602 -5.988351 -0.095 0.000 -0.006
H -5.146293 -6.531186 2.879594 -0.089 0.209 0.330
H -0.690783 -3.624353 -2.091703 -0.131 -0.010 -0.106
H 3.910605 1.818884 2.566656 0.036 -0.055 -0.104
H 4.421341 -0.390250 -6.498430 -0.009 0.032 -0.034
H -1.488428 8.376567 0.062008 0.005 -0.017 0.002
H -2.884252 8.238645 1.120948 -0.017 -0.016 0.007
H 1.378179 -0.506576 4.075474 0.028 0.005 -0.012
H -3.246664 -1.037438 4.331367 0.036 -0.132 0.029
H 0.169194 -0.279360 -0.723089 -0.015 -0.012 0.180
H -2.341994 6.384226 -1.269149 -0.087 -0.010 -0.022
H -5.733190 -5.130451 1.943607 -0.172 0.102 0.200
H 2.930802 -1.862234 2.635960 -0.024 -0.034 -0.017
H -4.276339 -7.561629 0.831568 0.120 -0.087 -0.095
H 1.907643 -1.536258 1.240569 0.121 0.027 -0.011
H 7.645179 0.474521 -4.698541 -0.049 -0.045 0.058
H 0.550158 -1.805570 3.232186 -0.014 -0.001 0.008
H -2.447144 2.471867 1.988798 -0.015 0.093 -0.135
H -5.618429 5.223600 -0.653641 0.033 -0.012 0.073
H -3.255509 0.321803 6.405173 -0.067 -0.011 0.134
H -3.133333 5.394986 2.026816 0.070 0.081 -0.053
H -4.588073 6.028873 -1.784729 0.115 0.040 0.028
H -4.923437 3.736492 1.508898 -0.036 0.009 -0.057
H 2.357887 0.773236 -5.851119 0.004 0.001 -0.006
H 8.168907 -0.318346 -7.057903 -0.003 0.016 0.004
H 1.695787 0.317758 -1.376960 -0.001 0.257 0.143
H -5.991517 -7.283719 0.753027 -0.170 0.007 -0.205
H 0.396992 -0.147848 2.644890 0.021 0.053 0.038
H -3.689791 -4.504586 3.026139 0.261 -0.019 0.250
H 4.383717 0.842366 4.904933 -0.005 0.011 -0.010
H 6.197248 -2.635240 -4.680539 -0.013 0.012 -0.094
H -1.278052 -3.569530 2.343989 -0.026 0.053 0.187
H -4.220618 -2.706264 1.956625 0.065 -0.056 0.303
H 0.201462 0.383996 -2.331502 0.116 0.295 -0.112
H -4.154188 -2.633028 0.197458 -0.376 -0.041 0.088
H 5.908215 -0.528025 1.641021 -0.022 -0.031 0.066
H 4.862488 -1.943040 1.466224 -0.019 0.002 0.022
H 0.308319 -1.783916 -2.960787 0.176 -0.119 -0.396
H 4.661188 1.347900 -6.389164 0.110 -0.017 -0.006
H 0.806485 -4.372782 -2.541077 0.189 -0.111 -0.069
H -3.095517 8.611399 -0.594708 -0.062 0.003 0.041
H -2.010632 -5.715447 -0.746381 0.030 -0.058 -0.045
H 2.852494 -0.295375 -4.547147 -0.001 -0.004 -0.010
H -2.504792 3.838990 4.049215 0.053 0.108 0.115
H -5.206604 8.225960 -0.937899 0.035 0.030 0.082
H 3.137160 1.448830 -4.418466 0.030 -0.030 0.047
H -1.959693 -1.912175 0.036633 -0.359 -0.115 -0.281
H -1.740499 6.036337 0.325494 -0.058 -0.030 0.063
H -4.885726 -6.206987 -0.135324 -0.098 0.055 -0.188
H 2.067811 -1.618346 -2.662282 0.010 0.117 -0.451
H -5.867244 7.552835 0.556393 0.018 -0.015 0.012
H 6.508103 -0.868821 -7.218437 -0.020 0.008 0.007
H 0.483946 -2.316531 -0.290032 -0.121 -0.198 0.188
H 4.852587 -2.804717 -3.568300 0.014 0.012 0.011
H -5.260208 4.676021 2.966533 0.005 -0.004 0.004
H 4.557415 -2.242365 -5.208695 0.004 0.032 -0.013
H 0.321622 -5.992669 -0.898468 0.130 -0.136 -0.015
H 3.404955 -0.457395 -0.105175 -0.037 -0.044 0.074
H 0.576205 -4.703544 0.294264 0.045 -0.127 0.236
H 2.558311 1.271982 3.493749 -0.041 -0.063 -0.032
H 6.302077 -0.702823 -3.201388 0.080 0.034 -0.086
H 4.322698 0.909662 0.456473 -0.009 0.037 0.071
H 4.074421 -0.753332 4.239458 -0.018 -0.006 -0.020
H -6.126736 5.036474 1.484207 0.011 0.010 -0.019
H 2.001992 -2.990790 -0.844422 0.109 -0.091 0.184
H 4.584498 -0.495828 -3.232796 -0.026 0.040 -0.050
H 7.578447 -1.591031 -6.008983 -0.063 -0.031 -0.006
H -4.309539 6.700792 1.954252 0.031 -0.013 0.046
H 5.413528 0.224970 3.628916 -0.002 -0.089 -0.025
H 5.639087 -1.229936 0.058916 -0.012 0.012 -0.016
H -2.878196 2.756538 6.258246 0.002 0.142 0.046